80
Properties=species:S:1:pos:R:3:forces:R:3 method="wB97M-V/def2-TZVPD" homo_energy_ev=-10.6 orbital_gap_ev=5.21 charge=+1 energy_ev=-304829.71796
Pb 0.892697 0.978560 -0.402385 0.351 0.403 -0.283
F 3.597361 -1.490148 -0.666544 0.056 0.071 0.007
C 2.927956 -2.101744 -1.642674 -0.021 -0.117 0.069
F 2.637175 -1.206085 -2.583900 -0.003 0.058 -0.111
F 3.652940 -3.073839 -2.147850 0.091 -0.006 -0.046
S 1.347136 -2.755949 -0.964704 0.015 0.087 0.290
O 0.618460 -1.545873 -0.601219 -0.248 -0.113 -0.464
O 0.785366 -3.624756 -1.933030 0.076 0.007 0.147
N 1.856424 -3.504864 0.334668 -0.135 0.071 0.249
S 1.622794 -3.066790 1.807114 0.317 -0.446 -0.308
O 2.568392 -3.616408 2.707881 -0.020 0.153 -0.042
O 1.404109 -1.587983 1.982024 0.081 0.534 0.524
C -0.000110 -3.826538 2.238511 0.084 0.114 -0.042
F -0.908718 -3.466523 1.332645 -0.147 -0.065 -0.063
F -0.382052 -3.381584 3.434099 -0.088 -0.018 0.139
F 0.122431 -5.131158 2.256489 -0.038 -0.091 0.036
Se -1.518818 4.083294 5.606885 -0.038 -0.010 -0.194
P -2.019265 4.936339 3.738332 0.075 -0.104 0.316
C -3.786637 4.944914 3.354917 -0.036 0.066 -0.049
C -4.210811 5.040939 2.028232 -0.025 -0.011 0.005
C -5.567052 5.032551 1.738204 0.030 0.000 -0.004
C -6.496684 4.936240 2.766728 0.000 -0.009 0.036
C -6.074118 4.859946 4.087524 0.049 -0.009 0.007
C -4.716523 4.859499 4.386158 -0.092 0.040 -0.047
C -1.408347 6.612965 3.500942 -0.038 -0.048 -0.112
C -0.039107 6.837580 3.630381 0.018 0.037 0.026
C 0.470879 8.106579 3.425016 0.004 -0.004 0.003
C -0.383959 9.154924 3.099365 0.003 -0.009 -0.004
C -1.747457 8.935077 2.990150 -0.030 -0.029 0.013
C -2.265871 7.660744 3.190342 0.026 0.060 -0.013
C -1.269186 3.993273 2.382727 0.176 0.381 -0.253
C -0.814187 2.685639 2.242243 0.081 -0.207 -0.035
N -0.162811 2.639951 1.049338 -0.266 -0.165 0.140
N -0.244824 3.825197 0.479358 -0.046 -0.025 0.208
N -0.900497 4.652989 1.261452 0.049 -0.191 -0.007
P -0.807262 1.246949 3.276509 0.217 0.600 0.642
Se -0.367656 -0.504217 1.800400 -0.508 -0.521 -0.498
C -2.366037 0.727894 3.961244 0.010 -0.202 -0.028
C -3.455528 1.591497 3.999237 0.000 -0.155 -0.065
C -4.621336 1.178262 4.621168 -0.037 -0.021 -0.014
C -4.699775 -0.087928 5.184118 -0.033 -0.009 0.009
C -3.622018 -0.964095 5.113050 -0.017 0.006 0.007
C -2.452074 -0.564220 4.493025 0.018 0.094 0.027
C 0.461729 1.406543 4.511692 0.111 -0.236 -0.082
C 1.607509 2.127415 4.171502 -0.021 -0.051 -0.028
C 2.557348 2.382057 5.142552 0.053 -0.005 0.039
C 2.364243 1.919035 6.438297 -0.015 -0.005 0.007
C 1.227705 1.190925 6.768286 -0.001 -0.015 -0.005
C 0.268660 0.927027 5.806321 0.066 -0.001 -0.038
H -3.482280 5.128139 1.229362 -0.029 -0.007 0.015
H -5.899856 5.107837 0.710699 0.013 -0.013 0.017
H -7.554950 4.923085 2.537366 0.025 0.023 0.007
H -6.800557 4.801362 4.888400 0.011 -0.001 -0.018
H -4.372454 4.787190 5.411340 0.000 -0.017 -0.012
H 0.619444 6.020457 3.902589 -0.004 0.010 -0.019
H 1.534989 8.282218 3.518521 -0.030 0.000 0.002
H 0.016340 10.147471 2.934362 -0.004 -0.033 0.014
H -2.412379 9.753077 2.743422 0.015 -0.027 0.023
H -3.332311 7.494354 3.108465 0.021 0.000 -0.033
H -3.408643 2.563462 3.537235 -0.007 0.026 0.008
H -5.465843 1.853606 4.662987 0.005 -0.017 -0.012
H -5.614093 -0.403989 5.670893 0.031 0.012 -0.015
H -3.695010 -1.956072 5.537789 -0.003 0.004 -0.014
H -1.614999 -1.250876 4.421673 -0.036 0.018 0.046
H 1.739366 2.512316 3.166750 -0.006 0.017 0.025
H 3.441175 2.954177 4.893842 -0.011 -0.018 0.007
H 3.101690 2.134007 7.200930 -0.011 -0.006 -0.023
H 1.078400 0.841904 7.781413 0.017 0.011 -0.019
H -0.634602 0.395838 6.072320 0.001 0.016 0.012
Cl -2.634181 0.130458 0.880257 -0.124 0.086 0.064
C -2.471556 0.867844 -0.724147 -0.004 0.162 -0.181
C -1.239452 1.064400 -1.292000 0.190 -0.050 0.032
C -1.228347 1.649673 -2.547966 -0.037 -0.055 0.101
Cl 0.330801 1.979479 -3.258913 -0.086 0.007 -0.136
C -2.386639 2.001417 -3.230327 0.057 0.040 -0.072
Cl -2.307538 2.684536 -4.794807 -0.016 0.016 -0.007
C -3.618856 1.800507 -2.605444 -0.029 0.017 -0.010
Cl -5.068997 2.243983 -3.396110 -0.002 0.009 -0.001
C -3.665762 1.245282 -1.329065 -0.113 -0.102 0.149
Cl -5.166594 1.040857 -0.515350 0.009 -0.009 -0.057

***

53
Properties=species:S:1:pos:R:3:forces:R:3 method="wB97M-V/def2-TZVPD" relative_energy_ev=2.025 homo_energy_ev=-8.3 orbital_gap_ev=8.43 charge=0 smiles="Cc1cc(OCC(=O)NCCCN2CCOCC2)c2c(C)cc(=O)oc2c1" energy_ev=-34379.77136
C -1.546279 1.657487 2.307794 -0.057 0.048 0.022
C -1.348075 1.934732 0.851695 0.167 0.159 -0.332
C -1.959227 1.119583 -0.099235 -0.207 -0.143 -0.147
C -1.814414 1.350629 -1.455670 0.164 0.325 0.289
O -2.360959 0.538733 -2.406277 0.167 0.219 -0.066
C -3.058103 -0.618080 -1.995422 -0.261 -0.265 0.243
C -2.182549 -1.605742 -1.206366 -0.023 0.297 -0.465
O -2.636822 -2.309460 -0.331937 -0.271 -0.127 0.262
N -0.897673 -1.604339 -1.602500 0.296 0.030 -0.349
C 0.158806 -2.250538 -0.859777 0.119 0.011 0.235
C 1.154791 -1.224574 -0.318917 0.058 -0.346 0.095
C 2.100977 -1.866848 0.700636 -0.149 0.254 -0.202
N 1.343941 -2.370561 1.831727 0.002 -0.105 0.010
C 1.870846 -3.567116 2.463356 0.255 0.040 0.273
C 3.057823 -3.267501 3.387714 -0.132 -0.248 -0.244
O 2.698928 -2.325129 4.376242 -0.074 -0.034 0.094
C 2.239097 -1.125743 3.790552 -0.217 0.168 -0.200
C 1.049638 -1.377738 2.852615 0.212 0.011 0.250
C -1.047974 2.452255 -1.913060 0.056 0.033 0.393
C -0.850644 2.829464 -3.294647 0.360 0.464 -0.252
C -1.491948 2.085314 -4.418563 0.000 0.051 -0.210
C -0.069977 3.902375 -3.563886 -0.316 -0.411 -0.042
C 0.576791 4.694492 -2.544440 0.368 0.467 -0.251
O 1.291273 5.646456 -2.737260 -0.253 -0.334 0.130
O 0.341637 4.314918 -1.247940 0.104 0.166 0.129
C -0.431014 3.254834 -0.934520 -0.500 -0.730 0.110
C -0.575448 2.995782 0.425448 0.041 0.052 -0.096
H -1.697874 0.595274 2.484190 -0.001 -0.071 0.062
H -0.694992 2.002529 2.889081 0.046 0.001 0.085
H -2.431108 2.185953 2.662918 -0.050 0.004 0.088
H -2.546996 0.288255 0.253447 -0.088 -0.127 0.032
H -3.388587 -1.094755 -2.923062 0.014 0.037 0.145
H -3.942813 -0.372104 -1.397506 0.174 -0.051 -0.006
H -0.619794 -0.959327 -2.327626 -0.173 0.014 0.094
H 0.669282 -2.976341 -1.500719 -0.012 -0.037 0.091
H -0.309377 -2.776843 -0.025615 0.095 -0.001 -0.142
H 0.600372 -0.412491 0.155654 -0.024 0.077 -0.029
H 1.741522 -0.798958 -1.136145 0.006 0.114 -0.027
H 2.866625 -1.129949 0.985898 0.050 -0.124 -0.038
H 2.609453 -2.707982 0.223326 0.082 0.008 0.040
H 2.159371 -4.287229 1.696221 -0.019 -0.043 0.011
H 1.062137 -3.998304 3.061926 0.071 -0.096 0.007
H 3.371485 -4.164128 3.924395 0.044 0.008 -0.090
H 3.906781 -2.885444 2.797715 -0.026 -0.044 0.054
H 1.947248 -0.477543 4.618332 0.020 0.054 -0.089
H 3.062269 -0.645654 3.236997 -0.051 -0.012 0.070
H 0.751266 -0.443937 2.375994 -0.082 0.066 0.023
H 0.209370 -1.757615 3.441629 -0.024 0.127 0.037
H -1.268455 2.572162 -5.364396 0.027 0.034 -0.035
H -1.131403 1.059527 -4.456206 -0.045 -0.049 -0.043
H -2.570040 2.047330 -4.281328 -0.030 -0.052 -0.059
H 0.105913 4.227937 -4.577035 0.004 0.018 -0.064
H -0.075101 3.645949 1.124555 0.078 0.092 0.106

***

37
Properties=species:S:1:pos:R:3:forces:R:3 method="wB97M-V/def2-TZVPD" relative_energy_ev=1.194 homo_energy_ev=-11.1 orbital_gap_ev=4.57 charge=+1 energy_ev=-86300.29351
Pt 0.235011 0.061751 0.192368 1.688 0.397 0.143
S -3.198922 -2.150038 3.333687 -0.135 0.302 -0.098
Sb -1.246502 -2.261649 2.339512 -0.657 -1.351 0.752
S 0.157280 -0.186995 2.333485 -0.337 0.305 -0.202
S -1.219628 -1.667607 -0.046172 -0.082 0.243 -0.041
S 0.251265 -3.874440 2.676078 0.261 0.286 -0.214
C -0.832489 4.629170 -2.280555 0.045 -0.147 0.019
N 0.412265 3.992615 -2.725117 0.036 0.165 -0.027
C 0.165211 3.256502 -3.966867 -0.058 -0.031 0.145
N -0.908017 2.279477 -3.826504 -0.060 -0.113 -0.315
C -2.126062 2.943451 -3.361690 0.143 -0.029 0.104
N -1.917365 3.667350 -2.108450 -0.094 0.093 0.027
C -1.689240 2.782455 -0.978306 0.021 -0.037 0.187
P -0.145146 1.798104 -1.262039 -0.637 0.018 -0.875
C 1.028492 3.185035 -1.695638 0.077 -0.133 0.203
C -0.527269 1.174861 -2.972273 0.042 0.103 0.131
H -1.132331 5.354220 -3.036464 0.011 0.004 -0.008
H -0.653636 5.155808 -1.342793 -0.013 0.011 0.002
H 1.081091 2.751438 -4.277807 0.002 0.010 -0.021
H -0.116457 3.971522 -4.739063 0.006 0.024 0.014
H -2.915065 2.203259 -3.228249 -0.011 0.006 -0.014
H -2.438379 3.656941 -4.123547 -0.012 0.010 0.009
H -2.524022 2.090424 -0.851329 -0.004 -0.006 -0.005
H -1.593795 3.364136 -0.059696 0.002 -0.025 0.022
H 1.979269 2.784764 -2.046702 -0.003 0.008 -0.022
H 1.224110 3.782464 -0.803819 -0.009 0.018 0.000
H -1.342337 0.452097 -2.895183 0.018 -0.029 0.013
H 0.344443 0.659262 -3.382718 0.000 -0.015 0.006
C 2.459897 -2.056116 -0.000929 0.116 -0.202 -0.195
S 1.900954 -0.872984 -1.247322 -0.391 0.032 0.234
C 3.284437 0.280197 -1.237627 -0.023 0.054 -0.002
H 2.656863 -1.554872 0.941972 0.013 0.009 0.007
H 3.359719 -2.539985 -0.381154 -0.018 0.006 -0.039
H 1.669017 -2.795470 0.125344 -0.013 0.043 0.058
H 4.188021 -0.299943 -1.418120 0.001 0.005 -0.005
H 3.358405 0.808072 -0.289720 0.038 -0.027 0.014
H 3.143215 0.978325 -2.058693 0.035 -0.006 -0.006